<P>
Here is one molecule with the formula C3H4Br3P from the Open Molecules 2025 dataset. Energies are from ωB97M-V/def2-TZVPD.

Structure (XYZ):
```
11
Properties=species:S:1:pos:R:3:lowdin_charge:R:1
C -0.36433 1.45695 -0.51211 -0.559
C -0.16759 0.26843 -0.04682 -0.608
C -1.23594 -0.64068 0.33504 -0.141
P 1.88538 -0.26282 -0.21951 0.115
Br 1.13942 2.62755 -1.02207 0.554
Br 1.39363 -2.29097 -1.07877 0.175
Br 2.70377 -0.82844 1.75373 0.165
H -1.23800 2.06654 -0.53488 0.044
H -1.38644 -1.04421 -0.63112 0.054
H -1.98998 -0.01133 0.84983 0.100
H -0.73992 -1.34101 1.10668 0.100
```

Values from the calculation:
LUMO = 0.0 eV
HOMO energy = -9.17 eV
HOMO-LUMO gap = 9.17 eV
SMILES = C/C(=C/Br)P(Br)Br

***

<Q>
Here is a 2-piece molecular cluster, C3H4Br3P overall from the Open Molecules 2025 dataset. Energies are from ωB97M-V/def2-TZVPD.

Structure (XYZ):
```
11
Properties=species:S:1:pos:R:3:lowdin_charge:R:1
C -0.69095 0.13078 1.93412 -0.542
C 0.10531 0.30027 -0.21856 -0.488
C 1.55127 0.03618 -0.36375 -0.225
P -1.21492 -0.74661 -0.71719 0.157
Br -2.48733 0.54052 1.97786 0.612
Br -0.19743 -1.55592 -2.63453 0.155
Br -2.59250 0.76604 -1.76487 0.127
H 0.00249 0.53878 2.61579 -0.047
H 1.71877 -1.09071 -0.42471 0.080
H 1.78158 0.37316 0.70146 0.080
H 2.02371 0.70749 -1.10563 0.091
```

Values from the calculation:
LUMO (alpha / beta) = -1.7 / -1.2 eV
HOMO energy (alpha / beta) = -8.81 / -8.84 eV
HOMO-LUMO gap (alpha / beta) = 7.10 / 7.68 eV

***

Least stable = <Q>

***

<P>
Here is one molecule with the formula C3H5NO2S2 from the Open Molecules 2025 dataset. Energies are from ωB97M-V/def2-TZVPD.

Structure (XYZ):
```
13
Properties=species:S:1:pos:R:3:lowdin_charge:R:1
C 0.98700 1.61441 -0.13740 -0.037
C 1.20391 -0.81270 -0.08667 -0.895
C -1.81614 -1.24977 -0.10565 -0.716
H 0.02156 1.94598 -0.56449 0.101
H 1.73261 2.31846 -0.46874 0.094
H 0.95726 1.60280 0.96592 0.111
H -1.21132 0.59433 0.63278 0.132
H -1.34557 -2.18307 -0.32639 0.073
N -0.94811 -0.36415 0.42666 -0.091
O 1.36800 0.35350 -0.71338 -0.098
O 0.25144 -0.76012 0.92332 -0.092
S 2.17790 -2.11604 -0.21860 0.775
S -3.37855 -0.94363 -0.32735 0.643
```

Values from the calculation:
LUMO = -0.1 eV
HOMO energy = -8.99 eV
HOMO-LUMO gap = 8.93 eV
SMILES = COC(=S)ONC=S

***

<Q>
Here is a 2-piece molecular cluster, C3H5NO2S2 overall from the Open Molecules 2025 dataset. Energies are from ωB97M-V/def2-TZVPD.

Structure (XYZ):
```
13
Properties=species:S:1:pos:R:3:lowdin_charge:R:1
C 0.95618 1.17056 -0.03571 -1.199
C -1.02621 -0.55144 -0.17304 -0.064
C 0.21252 0.06195 0.41494 -0.243
N 2.15241 -1.54178 -0.46342 -0.211
O 1.53221 -2.42168 -0.97631 0.097
O 3.29500 -1.22930 -0.50249 0.104
S 0.81608 1.96535 -1.48505 0.662
S 2.29173 1.58913 1.03938 0.721
H -1.05945 -0.23088 -1.15308 0.029
H -1.87123 -0.31155 0.35582 0.049
H -0.89066 -1.72904 0.03888 0.139
H 0.43139 -0.28914 1.31715 0.038
H 2.18014 2.91498 0.83194 -0.123
```

Values from the calculation:
LUMO (alpha / beta) = -1.8 / -2.1 eV
HOMO energy (alpha / beta) = -8.91 / -8.73 eV
HOMO-LUMO gap (alpha / beta) = 7.06 / 6.65 eV

***

Least stable = <Q>